1.
DFT (ωB97M-V/def2-TZVPD) results for C3HO3Y as an isolated structure in a non-equilibrium geometry.

Geometry as XYZ:
```
8
Properties=species:S:1:pos:R:3:nbo_charge:R:1
Y -2.6885 -2.5095 1.4627 1.89
O -0.5818 -1.9311 0.6336 -0.74
O 2.0716 1.9346 -0.5656 -0.53
O -1.5298 -0.0041 0.4608 -0.49
C 0.0685 0.5131 -0.1205 0.03
C -0.8271 -0.9509 -0.1332 0.74
C 0.9923 1.2633 -0.3379 0.55
H 2.4948 1.6845 -1.4000 0.56
```

Results
Energy relative to the best compared isomer or geometry (same formula, charge and spin) in kcal per mole: 142.8
Net charge: +2

---

2.
DFT (ωB97M-V/def2-TZVPD) results for one molecule with the formula C4H9N in a non-equilibrium geometry.

Geometry as XYZ:
```
14
Properties=species:S:1:pos:R:3:nbo_charge:R:1
N -0.4999 1.3431 -0.6099 -0.66
C 0.0091 -0.3513 1.0958 -0.27
C 0.3830 1.4646 -1.6789 -0.40
C -0.1218 -1.8932 1.3984 -0.63
C -0.5637 0.0448 -0.0445 0.01
H 0.0603 2.2464 -2.4942 0.19
H 0.0268 -1.8414 2.4340 0.21
H 1.4523 1.8394 -1.2900 0.17
H -0.8671 -0.6860 -0.8983 0.17
H 0.4719 0.4118 -2.1673 0.21
H -0.9976 -2.3660 1.0740 0.22
H 0.3461 0.2718 1.9223 0.20
H 0.8516 -2.4172 1.0432 0.20
H -0.5510 1.9331 0.2155 0.38
```

Results
Energy relative to the best compared isomer or geometry (same formula, charge and spin) in kcal per mole: 47.4
Structure (SMILES): C/C=C/NC